## A
CH2O2 | the ωB97M-V functional and the def2-TZVPD basis

Element x y z (Å)
O 0.76 -0.85 0.64
C -0.02 0.03 0.32
O -0.92 0.02 -0.72
H 0.09 0.96 0.89
H 0.08 -0.16 -1.13

Calculated values
2S+1	1
Kohn-Sham gap	11.85	eV
structure (SMILES)	O=CO
LUMO level	0.64	eV

## B
CH2O2 | the ωB97M-V functional and the def2-TZVPD basis

Element x y z (Å)
O 1.08 0.54 0.11
C 0.11 -0.16 0.28
O -0.98 -0.22 -0.47
H 0.13 -0.81 1.15
H -1.58 -0.79 0.05

Calculated values
2S+1	1
Kohn-Sham gap	11.29	eV
structure (SMILES)	O=CO
LUMO level	0.49	eV

Which structure loses on stability? A does.

## A
C27H27BrN8O3S3Zr | the ωB97M-V functional and the def2-TZVPD basis

Element x y z (Å)
Zr 0.19 0.72 0.51
C 3.51 2.56 -1.89
C 2.58 2.55 -0.69
O 1.80 1.53 -0.63
C 2.61 3.57 0.22
C 1.85 3.60 1.43
C 2.13 4.73 2.39
N 0.97 2.70 1.73
N 0.39 2.89 2.99
C -0.45 1.93 3.23
O -0.73 0.96 2.43
C -1.17 1.94 4.54
C -0.89 2.88 5.52
C -1.59 2.87 6.72
C -2.58 1.92 6.94
C -2.87 0.99 5.96
C -2.17 0.99 4.76
H 2.91 2.53 -2.80
H 4.12 1.66 -1.88
H 4.15 3.44 -1.90
H 3.31 4.38 0.05
H 2.86 5.42 1.95
H 2.51 4.34 3.33
H 1.21 5.27 2.63
H -0.11 3.61 5.33
H -1.36 3.60 7.49
H -3.13 1.92 7.88
H -3.64 0.24 6.12
H -2.37 0.27 3.98
N -2.67 3.54 -1.28
C -1.77 2.54 -1.07
O -1.09 2.56 -0.04
C -1.61 1.48 -2.12
C -0.50 0.52 -1.74
H -2.92 4.08 -0.47
H -3.39 3.38 -1.96
H -1.49 1.99 -3.08
H -2.58 0.97 -2.16
H 0.40 0.72 -2.33
H -0.80 -0.50 -1.99
S -2.57 -0.14 0.51
C -2.48 -1.61 -0.38
C -3.58 -2.10 -1.10
C -3.53 -3.28 -1.83
C -4.69 -3.71 -2.56
N -5.63 -4.04 -3.13
C -2.34 -4.02 -1.85
C -1.24 -3.56 -1.13
C -1.28 -2.38 -0.39
S 0.13 -1.90 0.52
C -2.22 -5.23 -2.61
N -2.09 -6.20 -3.22
H -4.50 -1.52 -1.09
H -0.32 -4.13 -1.14
C 2.57 -5.49 -4.55
C 1.61 -4.94 -3.49
C 2.08 -3.66 -2.88
N 1.49 -2.53 -3.05
N 2.07 -1.50 -2.36
C 3.11 -1.85 -1.69
N 3.86 -0.97 -0.94
S 3.48 -3.55 -1.83
H 2.17 -6.41 -4.98
H 3.55 -5.70 -4.13
H 2.70 -4.76 -5.35
H 1.47 -5.69 -2.70
H 0.63 -4.74 -3.92
H 3.29 -0.15 -0.75
H 4.12 -1.36 -0.04
Br 2.47 -0.21 1.97

Calculated values
2S+1	1
Kohn-Sham gap	5.91	eV
total charge	-2
LUMO level	4.17	eV

## B
C27H27BrN8O3S3Zr | the ωB97M-V functional and the def2-TZVPD basis

Element x y z (Å)
Zr -0.78 -0.34 0.14
C 1.15 3.15 1.92
C 1.23 1.76 1.37
O 0.11 1.13 1.27
C 2.44 1.20 1.04
C 2.58 -0.18 0.66
C 3.94 -0.77 0.52
N 1.52 -0.91 0.51
N 1.73 -2.26 0.22
C 0.61 -2.88 0.48
O -0.43 -2.29 0.97
C 0.54 -4.35 0.19
C -0.69 -4.98 0.30
C -0.80 -6.34 0.04
C 0.31 -7.09 -0.32
C 1.55 -6.45 -0.44
C 1.67 -5.09 -0.18
H 0.27 3.24 2.55
H 1.03 3.86 1.09
H 2.06 3.40 2.48
H 3.34 1.80 1.16
H 4.70 -0.06 0.86
H 4.13 -1.03 -0.53
H 4.02 -1.70 1.09
H -1.56 -4.37 0.57
H -1.77 -6.83 0.12
H 0.23 -8.15 -0.51
H 2.43 -7.02 -0.72
H 2.62 -4.58 -0.26
N -1.54 -2.77 -3.26
C -1.34 -1.68 -2.47
O -0.35 -1.65 -1.72
C -2.08 -0.41 -2.79
C -2.02 0.54 -1.58
H -1.12 -3.60 -2.86
H -2.50 -2.90 -3.52
H -3.08 -0.66 -3.11
H -1.54 -0.01 -3.65
H -3.01 0.67 -1.18
H -1.71 1.52 -1.91
S -2.64 -0.03 1.99
C -2.56 1.44 2.99
C -2.95 1.27 4.32
C -2.97 2.28 5.27
C -3.46 2.02 6.62
N -3.85 1.81 7.68
C -2.54 3.56 4.88
C -2.16 3.77 3.57
C -2.20 2.78 2.55
S -1.82 3.23 0.94
C -2.47 4.65 5.85
N -2.40 5.51 6.61
H -3.25 0.27 4.63
H -1.84 4.76 3.28
C 1.90 4.76 -3.74
C 0.72 3.79 -3.92
C 1.00 2.45 -3.32
N 0.66 2.10 -2.14
N 1.03 0.80 -1.78
C 1.69 0.20 -2.73
N 2.28 -1.03 -2.66
S 1.87 1.19 -4.15
H 1.68 5.74 -4.19
H 2.81 4.37 -4.20
H 2.10 4.91 -2.68
H 0.50 3.68 -4.98
H -0.17 4.19 -3.43
H 1.98 -1.61 -1.87
H 2.31 -1.53 -3.53
Br -3.16 -2.24 -0.40

Calculated values
2S+1	1
Kohn-Sham gap	4.44	eV
total charge	-2
LUMO level	3.43	eV

Which structure loses on stability? B does.

## A
C2H7N5O | the ωB97M-V functional and the def2-TZVPD basis

Element x y z (Å)
C 2.23 -1.36 0.05
N 1.56 -0.25 -0.08
N 0.22 -0.40 -0.26
C -0.80 0.53 -0.04
N -0.77 1.79 0.03
N 0.49 2.44 -0.21
N -2.10 -0.05 0.18
O -2.15 -1.39 -0.24
H 3.26 -1.32 0.25
H 1.64 -2.31 -0.10
H -0.22 -1.35 -0.15
H 0.53 3.33 0.29
H 1.25 1.78 0.07
H -2.79 0.50 -0.32
H -2.36 -1.94 0.56

Calculated values
2S+1	1
Kohn-Sham gap	8.29	eV
structure (SMILES)	C=NN/C(=N\N)NO
LUMO level	0.57	eV

## B
C2H7N5O | the ωB97M-V functional and the def2-TZVPD basis

Element x y z (Å)
C 0.27 0.12 -0.40
C -0.63 -0.62 0.44
H 1.46 1.78 -1.90
H 1.27 0.65 -2.88
H -1.18 1.04 -1.70
H -0.28 -1.48 1.08
H -2.99 -0.14 2.62
H 2.93 -1.16 0.25
H 2.60 -0.40 1.84
N 0.69 1.41 -2.40
N -0.19 0.82 -1.49
N -1.81 -0.13 0.83
N 1.60 0.22 0.00
N 2.14 -0.85 0.88
O -2.33 -0.94 1.98

Calculated values
2S+1	1
Kohn-Sham gap	9.13	eV
LUMO level	0.35	eV

Which structure loses on stability? B does.